Here is C4H19AgNO6 as an isolated structure at a distorted geometry from the OMol25 dataset. Energies are from ωB97M-V/def2-TZVPD.

Output
**<S²>**: 0.75
**Charge**: 0
**HOMO energy (spin up / spin down)**: -6.27 / -6.28 eV
**Orbital gap (spin up / spin down)**: 5.78 / 3.30 eV
**Strongest force on any atom**: 2.054 eV/A
**Spin multiplicity**: 2
**Relative energy (zero: lowest compared OMol25 entry of this formula, charge and spin)**: 3.381 eV

XYZ file:
```
31
Properties=species:S:1:pos:R:3:lowdin_spin:R:1
Ag -0.36780 -1.31397 -2.28686 -0.001
O -2.25696 -1.74748 0.19728 -0.002
H -1.79131 -1.58662 1.04097 0.000
O 1.25711 -0.67066 -4.86200 0.981
H 0.92693 0.11738 -5.33584 0.021
C 2.55124 0.32555 2.38262 0.000
C 1.21994 0.45041 1.59585 0.000
C 0.29978 1.62735 1.92217 0.000
O -0.20560 1.35806 3.20321 0.000
C -1.14095 2.37059 3.62597 0.000
N 1.55377 0.27810 0.18401 0.000
H 3.14266 -0.55610 2.13558 0.000
H 2.21226 0.31343 3.41850 0.000
H 3.19543 1.19825 2.27532 0.000
H 0.58897 -0.40056 1.85238 0.000
H -0.48042 1.72296 1.16702 0.000
H 0.95966 2.49364 1.87533 0.000
H -0.73455 3.37558 3.51227 0.000
H -1.22240 2.23966 4.70500 0.000
H -2.09100 2.11601 3.15621 0.000
H 2.42080 -0.23921 0.21146 0.000
H 1.88804 1.20002 -0.05768 0.000
O 0.97283 -4.07712 -1.75926 0.000
H 0.89817 -4.69245 -1.02987 0.000
H 1.27040 -4.61214 -2.49510 0.000
O -2.73204 -2.28934 -4.19610 0.000
H -2.73159 -2.73696 -5.04219 0.000
H -3.54024 -1.77647 -4.19637 0.000
O -1.84200 1.51027 -2.51617 0.000
H -1.74069 2.39236 -2.87376 0.000
H -2.48045 1.60948 -1.80994 0.000
```

Here is a 5-piece molecular cluster, C4H19N2O5 overall at a distorted geometry from the OMol25 dataset. Energies are from ωB97M-V/def2-TZVPD.

Output
**Charge**: +1
**HOMO energy**: -12.34 eV
**Orbital gap**: 9.46 eV
**Strongest force on any atom**: 5.593 eV/A
**Spin multiplicity**: 1
**Relative energy (zero: lowest compared OMol25 entry of this formula, charge and spin)**: 2.977 eV

XYZ file:
```
30
Properties=species:S:1:pos:R:3:mulliken_charge:R:1
O 1.38598 2.36170 -1.31463 -0.436
C 1.88822 1.55935 -0.58855 -0.036
C 1.22649 0.21305 -0.26969 0.247
C 1.38982 -0.22506 1.14138 -0.779
C 2.91539 -0.63016 1.52051 -0.566
N 2.98187 -1.96509 0.84733 -0.495
N -0.35845 0.23181 -0.57176 -0.070
H 2.82340 1.89440 -0.06521 0.300
H 1.61795 -0.55777 -1.03662 0.243
H 0.80722 -1.13571 1.35371 0.387
H 1.09595 0.55791 1.93363 0.263
H 3.08934 -0.72142 2.61218 0.388
H 3.57805 0.13276 0.95363 0.245
H 2.94210 -2.56031 1.62464 0.221
H 3.63118 -1.89005 0.05552 0.228
H -0.45209 -0.60926 -1.18694 0.418
H -0.96433 0.11174 0.28143 0.100
H -0.57614 1.04644 -1.12637 0.400
H -2.44880 0.28531 1.18133 0.405
H -2.66429 -1.31364 0.82816 0.287
O -2.64576 -0.38614 0.49753 -0.688
H -2.23622 2.56712 0.89648 0.296
H -2.02097 2.47937 2.41295 0.320
O -2.15450 1.90401 1.55135 -0.638
H -3.10266 0.41824 -1.08948 0.353
H -3.87812 0.44153 -2.47428 0.310
O -3.00692 0.44522 -1.98590 -0.680
H -1.99217 -0.85294 -2.57837 0.365
H -1.64775 -2.30387 -2.89440 0.324
O -1.22380 -1.49855 -2.50960 -0.712
```

Here is a 5-piece molecular cluster, C4H19N2O5S overall at a distorted geometry from the OMol25 dataset. Energies are from ωB97M-V/def2-TZVPD.

Output
**<S²>**: 0.76
**Charge**: 0
**HOMO energy (spin up / spin down)**: -9.27 / -9.27 eV
**Orbital gap (spin up / spin down)**: 9.59 / 5.19 eV
**Strongest force on any atom**: 6.553 eV/A
**Spin multiplicity**: 2
**Relative energy (zero: lowest compared OMol25 entry of this formula, charge and spin)**: 2.781 eV

XYZ file:
```
31
Properties=species:S:1:pos:R:3:lowdin_spin:R:1
C 0.22256 -0.74060 -2.29340 0.008
N 1.63380 -0.47968 -1.99612 -0.001
C -0.73683 -0.71465 -1.10202 0.019
C -2.12855 -1.37596 -1.33856 0.026
S -3.52871 -0.62969 -0.20464 0.003
N -0.19754 -1.51503 -0.03513 0.320
C 0.46965 -0.73713 1.11483 0.065
O 0.68925 0.52323 0.84239 0.406
H 0.08504 0.18863 -3.00161 0.001
H 0.02612 -1.67538 -2.91069 0.000
H 1.82192 -0.16098 -0.97250 -0.001
H 2.15141 -1.13906 -2.37737 0.000
H -1.03727 0.32683 -0.88756 0.000
H -2.60557 -1.29243 -2.33504 0.004
H -2.18314 -2.50907 -1.09481 0.002
H -3.24393 -0.61583 1.10137 0.000
H 0.48740 -2.13799 -0.47053 0.007
H -0.18847 -0.79777 1.96292 0.014
H 1.60272 -1.12789 1.18460 0.076
H -1.02599 2.34386 -0.61449 0.000
H -0.32555 1.60114 0.31657 0.003
O -1.06401 2.34969 0.29315 0.028
H -2.25418 1.57663 2.10807 0.000
H -1.21853 0.70305 2.05101 0.000
O -2.08014 0.72093 2.50887 0.000
H 2.15488 1.15718 2.57095 0.000
H 1.18528 2.15015 1.85237 0.000
O 1.93459 2.06920 2.44369 0.013
H 3.26107 1.08012 -0.18114 0.000
H 2.61068 0.30296 0.92167 0.002
O 3.48203 0.55551 0.54314 0.007
```

Here is C4H20CdO7 as an isolated structure at a distorted geometry from the OMol25 dataset. Energies are from ωB97M-V/def2-TZVPD.

Output
**Charge**: 0
**HOMO energy**: -7.40 eV
**Orbital gap**: 7.75 eV
**Strongest force on any atom**: 2.395 eV/A
**Spin multiplicity**: 1
**Relative energy (zero: lowest compared OMol25 entry of this formula, charge and spin)**: 0.000 eV

XYZ file:
```
32
Properties=species:S:1:pos:R:3:mulliken_charge:R:1
Cd 9.54133 8.08136 9.89500 1.271
C 7.01827 7.72326 6.78511 -1.037
C 6.93960 8.59583 8.01474 -0.149
O 8.19922 8.95711 8.47753 -0.790
H 7.63312 8.18806 6.01324 0.232
H 6.02873 7.55827 6.33720 0.386
H 7.40589 6.71755 6.97446 0.204
H 6.33476 8.13882 8.81907 0.152
H 6.38161 9.50715 7.73462 0.214
O 10.88704 7.43418 11.22770 -0.915
H 11.38636 7.88763 11.89933 0.193
O 13.01381 7.02292 9.58264 -0.685
H 12.23019 7.23496 10.19471 0.400
H 13.73722 6.79097 10.17303 0.281
O 10.21507 6.72471 8.30825 -0.473
H 10.84008 6.00151 8.46917 0.257
H 10.55490 7.18300 7.52720 0.314
O 11.39898 9.44376 9.00660 -0.495
H 11.54076 10.35714 8.73112 0.242
H 12.22253 9.17600 9.44628 0.281
O 7.97248 6.72696 10.62451 -0.465
H 7.74575 5.80862 10.43325 0.249
H 7.19244 7.09384 11.05922 0.269
C 10.59137 11.04808 12.29498 -0.943
C 9.45074 10.08731 12.47990 -0.351
O 8.88510 9.63416 11.23128 -0.376
H 11.49131 10.63302 11.84421 0.182
H 10.87165 11.45075 13.27373 0.384
H 10.31502 11.92441 11.70282 0.287
H 8.61340 10.50578 13.05122 0.328
H 9.71774 9.21379 13.07661 0.311
H 8.32381 10.35874 10.92658 0.245
```

Here is a 6-piece molecular cluster, C4H20N2O5 overall at a distorted geometry from the OMol25 dataset. Energies are from ωB97M-V/def2-TZVPD.

Output
**<S²>**: 0.76
**Charge**: +1
**HOMO energy (spin up / spin down)**: -13.15 / -12.90 eV
**Orbital gap (spin up / spin down)**: 9.95 / 5.26 eV
**Strongest force on any atom**: 7.876 eV/A
**Spin multiplicity**: 2
**Relative energy (zero: lowest compared OMol25 entry of this formula, charge and spin)**: 2.791 eV

XYZ file:
```
31
Properties=species:S:1:pos:R:3:lowdin_spin:R:1
C 0.49597 -0.53929 0.34789 0.039
C 0.32961 0.86717 -0.14140 0.052
C -1.12764 1.14382 -0.31973 0.333
C -1.73339 1.74162 0.67616 0.190
N -3.14198 1.84601 0.79460 0.268
N 1.94122 -0.80933 0.35520 0.055
H 0.21437 -1.40729 -0.19932 0.001
H -0.13265 -0.74619 1.34622 0.000
H 0.76358 1.49154 0.65715 0.001
H 0.98560 1.26639 -0.92724 0.007
H -1.59411 0.85111 -1.24220 0.010
H -1.29321 2.23870 1.58421 0.002
H -3.63268 1.52235 -0.06602 0.004
H -3.40943 2.75361 1.03668 0.012
H 2.50837 -0.54525 -0.39453 0.002
H 2.55634 -0.34530 1.12442 0.001
H 2.48145 -0.08468 -3.19297 0.000
H 2.01737 -1.28128 -2.28198 0.000
O 2.38301 -0.29749 -2.33212 0.001
H -1.60216 0.48935 3.39603 0.001
H -0.52913 -0.33654 2.84321 0.000
O -1.08360 0.47246 2.61998 0.015
H -1.51726 3.85281 0.08167 0.001
H -0.48637 4.58672 0.98937 0.000
O -1.08464 4.70113 0.21972 0.006
H -0.07257 -3.73977 -2.92583 0.000
H 1.29954 -3.68373 -2.13306 0.000
O 0.86397 -3.71799 -3.03772 0.000
H 1.04168 -4.67239 0.85532 0.000
H 1.47125 -3.38269 0.23622 0.000
O 1.08751 -4.23561 0.03008 0.000
```

Here is a 5-piece molecular cluster, C4H20N3O4 overall at a distorted geometry from the OMol25 dataset. Energies are from ωB97M-V/def2-TZVPD.

Output
**Charge**: +1
**HOMO energy**: -12.98 eV
**Orbital gap**: 10.57 eV
**Strongest force on any atom**: 6.863 eV/A
**Spin multiplicity**: 1
**Relative energy (zero: lowest compared OMol25 entry of this formula, charge and spin)**: 2.420 eV

XYZ file:
```
31
Properties=species:S:1:pos:R:3:mulliken_charge:R:1
C 3.28583 -1.27414 0.37401 -1.349
C 2.32097 -0.25862 -0.10015 -0.505
C 1.47789 0.36365 1.05312 -0.330
N 0.33673 -0.55159 1.36309 -0.182
C -1.04317 -0.35653 1.22126 0.607
N -1.70403 0.79347 1.44278 -0.224
N -1.65470 -1.43766 0.76950 -0.461
H 3.82484 -0.85810 1.33334 0.293
H 4.09447 -1.40925 -0.42796 0.342
H 2.87900 -2.18295 0.51443 0.445
H 2.99318 0.57254 -0.50737 0.269
H 1.75188 -0.70248 -0.85539 0.398
H 2.15978 0.42249 1.99777 0.324
H 1.07773 1.42697 0.83503 0.220
H 0.65684 -1.56319 1.37378 0.215
H -1.23375 1.69834 1.50623 0.185
H -2.69865 0.95689 1.40911 0.243
H -2.52155 -1.61109 0.20928 0.281
H -1.21347 -2.33195 0.53509 0.221
H 0.15774 2.77717 -1.30710 0.348
H 0.77904 1.44368 -1.79776 0.282
O 0.16939 1.67774 -1.17648 -0.615
H -1.43599 4.11116 2.56519 0.310
H 0.11086 4.43342 2.56017 0.321
O -0.59958 3.88950 2.12516 -0.648
H -3.48105 -1.17624 -2.14008 0.286
H -2.07819 -1.25744 -2.54941 0.307
O -2.64759 -0.92348 -1.87510 -0.592
H 1.07262 -2.17470 -4.30322 0.318
H -0.24882 -2.90683 -4.30192 0.318
O 0.36007 -2.41178 -3.69436 -0.624
```

Here is a 6-piece molecular cluster, C4H21N3O6 overall at a distorted geometry from the OMol25 dataset. Energies are from ωB97M-V/def2-TZVPD.

Output
**Charge**: 0
**HOMO energy**: -9.98 eV
**Orbital gap**: 10.25 eV
**Strongest force on any atom**: 6.136 eV/A
**Spin multiplicity**: 1
**SMILES string**: C[C@H](N)C(=O)NCN.O.O.O.O.O
**Relative energy (zero: lowest compared OMol25 entry of this formula, charge and spin)**: 3.679 eV

XYZ file:
```
34
Properties=species:S:1:pos:R:3:mulliken_charge:R:1
C 0.00140 -2.56118 -0.35900 -1.550
C 0.08968 -1.28191 0.58122 0.127
N -1.34742 -1.08715 1.16532 -0.650
C 0.23029 -0.10388 -0.29518 0.221
O 0.03036 -0.18152 -1.46167 -0.583
N 0.28853 1.15741 0.40531 0.027
C 0.66556 1.17596 1.74268 -0.249
N 0.55947 2.59674 2.21526 -0.622
H 0.85023 -2.65733 -0.95500 0.248
H -0.15384 -3.55939 0.13277 0.335
H -0.79950 -2.32783 -1.07387 0.434
H 0.84548 -1.35457 1.46177 0.316
H -1.75527 -2.09040 1.09895 0.254
H -1.93303 -0.45987 0.60663 0.355
H 0.43795 1.82679 -0.34659 0.346
H -0.09875 0.51995 2.29979 0.270
H 1.66791 0.66273 1.91823 0.153
H 1.44980 2.98889 2.39402 0.245
H 0.02389 2.54433 3.10621 0.264
O 0.35808 2.55386 -2.28002 -0.666
H 0.99351 2.76509 -2.95154 0.294
H 0.03461 1.64352 -2.42790 0.279
O -2.90838 1.52494 -2.01344 -0.639
H -2.74498 1.26519 -1.11885 0.317
H -2.01097 1.73191 -2.28262 0.346
O 1.89583 -1.67089 -3.05648 -0.644
H 2.02326 -1.04359 -2.34985 0.383
H 0.94697 -2.04072 -2.96477 0.314
O -2.81671 1.13284 2.43527 -0.658
H -3.32550 1.31256 1.62664 0.298
H -2.53197 0.12455 2.21755 0.409
O 3.32503 -1.49200 0.03022 -0.672
H 2.56291 -1.09746 0.47099 0.352
H 3.14557 -2.51756 0.02794 0.342
```

Here is a 6-piece molecular cluster, C4H21NO6 overall at a distorted geometry from the OMol25 dataset. Energies are from ωB97M-V/def2-TZVPD.

Output
**Charge**: 0
**HOMO energy**: -8.86 eV
**Orbital gap**: 8.84 eV
**Strongest force on any atom**: 3.964 eV/A
**Spin multiplicity**: 1
**SMILES string**: CNCCCO.O.O.O.O.O
**Relative energy (zero: lowest compared OMol25 entry of this formula, charge and spin)**: 3.114 eV

XYZ file:
```
32
Properties=species:S:1:pos:R:3:mulliken_charge:R:1
C 0.40831 -0.69393 0.17593 -1.138
N -0.08640 0.44090 -0.63147 -0.004
C -1.19326 1.22084 0.00725 -0.731
C -2.21954 0.28100 0.62711 -0.515
C -2.16165 0.19309 2.17751 -0.450
O -3.44924 -0.26079 2.61026 -0.545
H 1.31525 -1.18420 -0.14216 0.365
H 0.42111 -0.49808 1.23687 0.285
H -0.37371 -1.46391 0.23169 0.307
H -0.33252 0.14423 -1.55317 0.194
H -0.64022 1.94290 0.66536 0.235
H -1.62159 2.01299 -0.64659 0.411
H -3.25158 0.60670 0.21148 0.324
H -2.24241 -0.67093 0.18535 0.425
H -2.07061 1.09148 2.84559 0.277
H -1.32452 -0.39096 2.51108 0.258
H -3.41634 -1.27683 2.81111 0.316
O 1.54394 0.99911 -3.18933 -0.671
H 0.92284 0.38679 -2.77384 0.312
H 1.06729 1.06983 -4.03073 0.323
O 1.39876 -4.31427 1.42038 -0.635
H 1.16496 -3.80145 2.21637 0.316
H 0.52155 -4.36639 1.02026 0.312
O 2.48211 2.65586 -0.93912 -0.603
H 2.01349 1.96966 -1.43711 0.303
H 3.36211 2.22265 -0.89745 0.314
O -0.34306 -1.35577 -3.57872 -0.587
H -0.95723 -1.53236 -4.30138 0.284
H 0.27479 -2.11274 -3.52062 0.308
O 2.42498 1.52223 2.23902 -0.632
H 1.79881 2.16363 1.85033 0.332
H 2.34680 0.77916 1.63873 0.307
```